{
  "formula": "H4N5",
  "method": "wB97M-V/def2-TZVPD",
  "gap_ha": [0.3340, 0.3342],
  "total_energy_ev": -7503.0108,
  "homo_ev": [-14.06, -14.06],
  "lumo_ev": [-5.0, -5.0],
  "de_lowest_ev": 4.271,
  "total_charge": 1,
  "elements": ["N", "N", "N", "H", "N", "H", "H", "N", "H"],
  "xyz": [[0.179, 0.987, 0.124], [-0.923, 0.504, -0.091], [1.434, -0.474, 0.163], [3.056, 0.760, 0.040], [-1.500, -0.664, 0.034], [-1.482, 1.317, -0.401], [-0.919, -1.346, 0.508], [2.498, -0.130, 0.068], [-2.343, -0.954, -0.445]]
}

***

{
  "formula": "C19H26N2O3S",
  "method": "wB97M-V/def2-TZVPD",
  "gap_ha": 0.3240,
  "smiles": "CCOc1ccc(C(=O)NC[C@@H](c2cccs2)N(C)C)cc1OCC",
  "total_energy_ev": -40082.3298,
  "homo_ev": -8.07,
  "lumo_ev": 0.7,
  "de_lowest_ev": 2.150,
  "elements": ["C", "H", "H", "H", "C", "C", "H", "C", "H", "H", "C", "H", "C", "H", "H", "C", "O", "H", "S", "H", "C", "C", "C", "C", "N", "H", "H", "O", "C", "C", "H", "C", "H", "H", "H", "H", "C", "N", "H", "C", "C", "H", "H", "H", "C", "O", "H", "H", "C", "H", "H"],
  "xyz": [[4.586, -3.050, 1.978], [3.356, -1.216, -5.227], [2.384, -1.685, -3.826], [4.951, -3.363, 2.953], [-1.071, 3.431, 1.829], [2.303, -0.794, 1.086], [1.527, 0.100, -2.569], [-5.918, -0.022, 0.684], [5.013, -3.697, 1.216], [-3.626, -0.720, -0.998], [-3.005, 0.093, -0.606], [3.505, -3.158, 1.954], [-2.639, 1.583, 1.365], [-5.304, 1.677, -1.269], [-3.558, -0.294, 1.439], [1.778, -0.173, -1.557], [-0.773, 1.033, -2.017], [-2.986, 0.914, -1.326], [-1.993, 2.922, 0.476], [4.600, -0.936, 2.487], [1.015, -0.452, 0.702], [-5.231, 2.068, -0.244], [3.064, -0.519, -1.192], [3.391, -1.458, -4.168], [-1.642, -0.348, -0.456], [2.490, -1.010, 2.127], [-0.753, 2.761, 3.847], [4.627, -1.160, 0.425], [3.333, -0.847, 0.161], [-1.244, 2.618, 2.901], [-1.444, -0.995, 0.290], [-3.564, 0.569, 0.758], [-6.904, 0.409, 0.859], [0.246, -0.387, 1.459], [-5.942, -0.548, -0.282], [-4.463, 2.836, -0.214], [3.981, -0.283, -3.392], [-4.941, 1.043, 0.736], [-6.185, 2.527, 0.017], [-0.607, 0.251, -1.100], [0.742, -0.155, -0.622], [-5.715, -0.745, 1.473], [4.996, -0.081, -3.745], [-0.455, 4.304, 1.745], [4.998, -1.604, 1.713], [4.142, -0.564, -2.016], [3.378, 0.621, -3.536], [4.010, -2.340, -4.026], [-2.138, 1.559, 2.632], [6.089, -1.524, 1.719], [-2.402, 0.807, 3.355]]
}

***

{
  "formula": "C11H15BiClCoNO2S2",
  "method": "wB97M-V/def2-TZVPD",
  "gap_ha": [0.1571, 0.2108],
  "total_energy_ev": -94890.9397,
  "homo_ev": [-3.22, -4.68],
  "lumo_ev": [1.1, 1.1],
  "multiplicity": 5,
  "total_charge": -1,
  "elements": ["C", "C", "H", "S", "C", "C", "H", "O", "H", "C", "H", "Bi", "H", "H", "C", "H", "C", "H", "H", "H", "N", "H", "H", "C", "C", "Co", "C", "H", "C", "O", "H", "Cl", "S", "H"],
  "xyz": [[-0.503, -2.064, 4.335], [0.190, 0.506, 3.520], [1.444, -3.034, -3.452], [0.870, -0.971, -0.191], [0.078, -1.882, 3.084], [-0.763, -0.953, 5.158], [-0.265, -3.149, -4.058], [1.553, 2.791, 3.071], [-0.703, 1.221, 5.371], [2.175, 0.300, -3.586], [-0.478, 0.213, -5.593], [0.387, 1.744, -0.970], [0.264, -2.716, 2.408], [-2.384, 1.825, -1.392], [0.562, -2.428, -3.796], [-2.051, 1.618, 0.366], [0.775, -0.162, 1.325], [2.412, 0.140, -4.656], [-0.761, -3.073, 4.673], [-1.746, 0.549, -4.387], [0.801, 1.184, 1.224], [2.202, 1.392, -3.416], [-1.514, -1.124, -4.989], [-1.777, 1.271, -0.651], [-0.439, 0.353, 4.755], [0.355, -0.589, -3.223], [0.425, -0.593, 2.663], [-1.978, 0.200, -0.783], [-0.983, -0.199, -4.690], [-0.855, 2.697, 2.428], [2.969, -0.160, -2.972], [0.571, 4.168, -0.368], [0.404, 2.034, 2.659], [-1.237, -1.107, 6.131]]
}